Here is a 10-piece molecular cluster, C84H182N10O12 overall in a non-equilibrium geometry from the OMol25 dataset. Energies are from the ωB97M-V functional and the def2-TZVPD basis.

Calculated values
Electronic energy, Eh: -4759.58520
Frontier orbital gap, hartree: 0.32019
HOMO level, eV: -8.2910
Strongest force on any atom, eV/Å: 3.5
Structure (SMILES): CC1(C)CCCC(C)(C)N1O.CC1(C)CCCC(C)(C)N1O.CC1(C)CCCC(C)(C)N1O.CC1(C)CCCC(C)(C)N1O.CC1(C)CCCC(C)(C)N1O.CC1(C)CCCC(C)(C)N1O.CC1(C)CCCC(C)(C)N1O.CC1(C)CCCC(C)(C)N1O.COCCNCCOC.COCCNCCOC

Geometry as XYZ:
```
288
Properties=species:S:1:pos:R:3:lowdin_charge:R:1
C 21.00 -24.82 7.90 -0.08
O 21.84 -25.90 7.42 -0.23
C 22.35 -25.81 6.07 -0.22
C 23.58 -26.65 5.82 -0.22
N 24.77 -26.30 6.60 -0.05
C 26.03 -26.84 6.08 -0.19
C 27.16 -26.24 6.90 -0.21
O 27.00 -24.85 7.07 -0.20
C 27.87 -24.28 8.01 -0.12
H 21.48 -23.87 7.61 0.08
H 20.82 -24.88 8.97 0.06
H 20.05 -24.87 7.29 0.09
H 22.59 -24.77 5.80 0.12
H 21.51 -26.08 5.44 0.11
H 23.76 -26.56 4.68 0.13
H 23.40 -27.76 5.90 0.13
H 24.86 -25.30 6.73 0.10
H 26.08 -26.75 5.00 0.11
H 26.10 -27.93 6.22 0.11
H 28.18 -26.41 6.53 0.13
H 27.08 -26.62 7.90 0.09
H 28.95 -24.42 7.83 0.09
H 27.76 -24.67 8.98 0.06
H 27.70 -23.17 7.98 0.11
C 23.43 -25.06 10.47 -0.14
O 24.56 -25.65 11.10 -0.22
C 24.97 -26.88 10.35 -0.14
C 23.87 -28.02 10.42 -0.16
N 23.75 -28.87 9.24 -0.06
C 24.96 -29.49 8.75 -0.21
C 25.33 -30.77 9.49 -0.23
O 26.51 -31.31 8.91 -0.19
C 26.79 -32.61 9.45 -0.11
H 22.48 -25.66 10.45 0.06
H 23.69 -24.80 9.40 0.09
H 23.34 -24.10 11.01 0.09
H 25.71 -27.12 11.05 0.09
H 25.33 -26.57 9.31 0.11
H 22.92 -27.48 10.52 0.09
H 24.15 -28.70 11.25 0.12
H 23.28 -28.41 8.50 0.08
H 25.82 -28.84 8.61 0.10
H 24.74 -29.89 7.76 0.12
H 24.55 -31.53 9.37 0.12
H 25.49 -30.61 10.56 0.12
H 25.92 -33.29 9.25 0.10
H 26.94 -32.67 10.52 0.08
H 27.62 -33.05 8.94 0.07
C 10.72 -25.47 14.03 -0.06
C 11.63 -26.48 13.42 -0.52
C 12.52 -25.76 12.48 -0.15
C 13.63 -26.69 12.00 -0.15
C 14.33 -27.17 13.25 -0.12
C 13.45 -27.98 14.20 -0.54
N 12.38 -27.12 14.52 -0.07
O 11.52 -27.63 15.59 -0.02
C 13.07 -29.34 13.50 0.00
C 14.11 -28.26 15.54 -0.01
C 10.58 -27.45 12.61 0.00
H 9.93 -25.96 14.62 0.09
H 10.18 -24.87 13.31 0.09
H 11.33 -24.85 14.75 0.09
H 11.78 -25.26 11.83 0.12
H 12.94 -24.88 12.97 0.11
H 14.34 -26.23 11.29 0.10
H 13.22 -27.56 11.39 0.12
H 14.76 -26.34 13.77 0.10
H 15.14 -27.84 12.94 0.11
H 14.01 -29.89 13.45 0.05
H 12.51 -29.97 14.17 0.08
H 12.72 -29.16 12.49 0.05
H 14.53 -27.31 15.90 0.09
H 13.37 -28.69 16.13 0.06
H 14.95 -28.99 15.37 0.09
H 11.12 -28.28 12.07 0.07
H 10.00 -26.80 11.94 0.08
H 9.75 -27.71 13.27 0.07
H 10.97 -28.29 15.17 0.08
C 20.16 -31.20 10.18 -0.05
C 19.06 -30.41 10.86 -0.47
C 18.26 -29.55 9.83 -0.11
C 16.98 -28.99 10.47 -0.19
C 16.09 -30.14 10.87 -0.14
C 16.82 -31.03 11.94 -0.46
N 18.12 -31.43 11.41 -0.08
O 18.76 -32.06 12.51 -0.03
C 16.81 -30.26 13.29 -0.03
C 16.00 -32.37 12.16 -0.02
C 19.81 -29.36 11.82 0.00
H 20.68 -31.76 10.93 0.07
H 20.88 -30.50 9.76 0.07
H 19.72 -31.89 9.46 0.09
H 19.06 -28.88 9.50 0.11
H 18.00 -30.18 8.96 0.12
H 16.40 -28.33 9.77 0.12
H 17.12 -28.38 11.35 0.07
H 15.94 -30.72 9.96 0.12
H 15.06 -29.83 11.13 0.11
H 15.75 -30.15 13.64 0.06
H 17.39 -30.80 14.02 0.07
H 17.26 -29.30 13.16 0.05
H 16.05 -33.07 11.34 0.08
H 16.28 -32.88 13.07 0.07
H 14.98 -32.05 12.26 0.06
H 20.77 -29.05 11.35 0.08
H 20.19 -29.75 12.78 0.08
H 19.12 -28.53 11.99 0.04
H 18.68 -32.97 12.27 0.10
C 15.39 -22.89 7.72 -0.03
C 14.40 -23.94 7.27 -0.49
C 13.63 -23.51 5.97 -0.11
C 12.78 -24.67 5.36 -0.18
C 13.71 -25.77 4.91 -0.12
C 14.54 -26.35 6.16 -0.49
N 15.14 -25.21 6.95 -0.10
O 15.83 -25.67 8.08 -0.04
C 13.52 -27.24 6.86 -0.03
C 15.67 -27.19 5.66 -0.05
C 13.50 -24.20 8.50 -0.02
H 14.87 -22.03 8.19 0.06
H 16.00 -22.47 6.91 0.09
H 16.14 -23.30 8.48 0.10
H 13.03 -22.62 6.19 0.12
H 14.42 -23.16 5.25 0.12
H 12.14 -24.27 4.58 0.11
H 12.18 -24.98 6.22 0.09
H 14.42 -25.37 4.20 0.11
H 13.14 -26.66 4.65 0.11
H 12.53 -26.80 6.94 0.08
H 13.51 -28.05 6.14 0.08
H 13.97 -27.67 7.75 0.08
H 16.43 -26.53 5.25 0.10
H 15.98 -27.84 6.47 0.08
H 15.39 -27.85 4.89 0.07
H 12.66 -24.90 8.37 0.08
H 13.14 -23.22 8.75 0.04
H 14.13 -24.52 9.36 0.08
H 16.70 -25.42 7.82 0.09
C 22.08 -17.65 11.56 -0.04
C 21.43 -16.46 12.20 -0.53
C 20.93 -15.48 11.08 -0.11
C 19.51 -15.73 10.43 -0.12
C 18.51 -16.00 11.62 -0.13
C 18.99 -17.12 12.50 -0.50
N 20.28 -16.68 13.08 -0.08
O 20.63 -17.65 14.07 -0.03
C 17.92 -17.24 13.64 -0.01
C 19.10 -18.55 11.87 -0.03
C 22.51 -15.71 13.01 -0.04
H 22.53 -18.33 12.33 0.10
H 22.88 -17.33 10.92 0.07
H 21.35 -18.25 10.99 0.07
H 20.92 -14.52 11.48 0.08
H 21.75 -15.48 10.31 0.13
H 19.47 -16.59 9.73 0.10
H 19.31 -14.87 9.84 0.09
H 17.50 -16.25 11.22 0.11
H 18.46 -15.21 12.33 0.11
H 18.22 -18.09 14.28 0.09
H 17.85 -16.27 14.10 0.08
H 17.00 -17.56 13.19 0.05
H 19.73 -19.25 12.48 0.10
H 18.07 -18.91 11.81 0.06
H 19.48 -18.60 10.87 0.06
H 22.98 -16.44 13.69 0.08
H 22.08 -14.91 13.56 0.07
H 23.31 -15.27 12.42 0.09
H 20.96 -17.18 14.82 0.09
C 21.42 -25.04 15.71 -0.03
C 20.89 -26.10 16.72 -0.47
C 20.11 -25.35 17.83 -0.13
C 19.38 -26.25 18.87 -0.14
C 18.52 -27.31 18.07 -0.11
C 19.16 -28.04 16.90 -0.53
N 19.88 -27.03 16.07 -0.08
O 20.44 -27.67 14.92 -0.03
C 20.07 -29.08 17.45 -0.05
C 18.08 -28.75 16.09 -0.03
C 22.05 -26.88 17.34 -0.04
H 20.62 -24.49 15.22 0.05
H 22.01 -25.45 14.85 0.09
H 22.08 -24.34 16.25 0.09
H 20.84 -24.71 18.35 0.12
H 19.43 -24.57 17.41 0.10
H 18.76 -25.67 19.53 0.10
H 20.11 -26.69 19.55 0.09
H 17.60 -26.78 17.77 0.11
H 18.05 -27.91 18.84 0.12
H 20.56 -29.00 18.43 0.09
H 19.35 -29.93 17.55 0.09
H 20.82 -29.38 16.71 0.08
H 17.29 -28.02 15.73 0.10
H 18.41 -29.28 15.21 0.05
H 17.62 -29.53 16.71 0.09
H 23.08 -26.36 17.37 0.12
H 22.29 -27.83 16.83 0.07
H 21.90 -27.07 18.41 0.07
H 21.21 -28.14 15.27 0.07
C 14.61 -21.60 19.41 -0.03
C 13.18 -21.41 18.85 -0.54
C 13.22 -20.66 17.51 -0.13
C 13.72 -21.56 16.39 -0.19
C 12.92 -22.84 16.33 -0.12
C 12.84 -23.69 17.68 -0.48
N 12.41 -22.65 18.66 -0.06
O 12.21 -23.29 19.98 -0.05
C 11.72 -24.69 17.62 -0.04
C 14.24 -24.33 17.91 0.00
C 12.51 -20.50 19.85 -0.05
H 15.12 -20.66 19.66 0.10
H 15.27 -22.12 18.76 0.04
H 14.48 -22.27 20.24 0.07
H 12.19 -20.37 17.36 0.11
H 13.83 -19.74 17.68 0.13
H 14.73 -21.79 16.62 0.06
H 13.73 -21.08 15.40 0.10
H 13.44 -23.47 15.64 0.09
H 11.96 -22.58 15.96 0.10
H 11.76 -25.19 18.59 0.08
H 10.76 -24.14 17.43 0.11
H 11.87 -25.42 16.81 0.07
H 14.34 -24.41 18.98 0.07
H 14.20 -25.38 17.51 0.09
H 15.13 -23.83 17.53 0.05
H 11.49 -20.38 19.58 0.07
H 12.90 -19.50 19.74 0.09
H 12.55 -20.95 20.86 0.10
H 11.26 -23.14 20.10 0.11
C 13.10 -17.38 9.65 -0.01
C 14.20 -18.33 10.15 -0.52
C 14.74 -17.95 11.54 -0.19
C 13.84 -18.29 12.69 -0.14
C 13.81 -19.85 12.61 -0.13
C 13.10 -20.35 11.35 -0.46
N 13.86 -19.80 10.14 -0.08
O 13.16 -20.08 8.91 -0.05
C 13.08 -21.86 11.19 -0.03
C 11.59 -19.90 11.32 -0.01
C 15.42 -18.18 9.27 -0.06
H 12.73 -17.59 8.66 0.08
H 12.28 -17.48 10.38 0.06
H 13.55 -16.42 9.66 0.07
H 15.77 -18.46 11.64 0.12
H 14.95 -16.87 11.41 0.12
H 14.23 -17.92 13.67 0.12
H 12.82 -17.91 12.46 0.11
H 13.27 -20.36 13.42 0.10
H 14.79 -20.24 12.68 0.09
H 13.28 -22.24 12.18 0.07
H 13.96 -22.22 10.66 0.07
H 12.21 -22.27 10.72 0.08
H 11.43 -18.81 11.31 0.06
H 11.18 -20.28 12.21 0.07
H 11.12 -20.25 10.42 0.07
H 16.19 -18.98 9.42 0.10
H 15.24 -18.12 8.19 0.09
H 15.92 -17.28 9.58 0.05
H 13.76 -20.81 8.56 0.09
C 17.33 -24.96 11.70 -0.01
C 18.53 -24.42 12.52 -0.53
C 19.05 -23.05 11.96 -0.10
C 18.14 -21.86 12.26 -0.15
C 18.03 -21.85 13.79 -0.12
C 17.50 -23.12 14.45 -0.49
N 18.35 -24.24 13.92 -0.03
O 17.73 -25.53 14.42 -0.04
C 17.65 -23.15 15.96 -0.03
C 16.01 -23.32 14.10 -0.01
C 19.56 -25.51 12.38 -0.03
H 16.58 -24.20 11.61 0.04
H 16.87 -25.87 12.06 0.07
H 17.83 -25.08 10.71 0.09
H 19.97 -23.00 12.51 0.11
H 19.26 -23.05 10.91 0.11
H 17.13 -21.93 11.79 0.11
H 18.48 -20.94 11.84 0.06
H 17.42 -21.08 14.21 0.11
H 19.06 -21.76 14.12 0.12
H 17.14 -22.30 16.45 0.09
H 17.31 -24.08 16.40 0.07
H 18.69 -22.98 16.22 0.07
H 15.45 -22.55 14.63 0.06
H 15.82 -23.23 13.02 0.06
H 15.66 -24.31 14.40 0.07
H 19.17 -26.52 12.65 0.08
H 20.38 -25.28 13.04 0.06
H 19.93 -25.49 11.34 0.08
H 18.51 -25.88 14.84 0.04
```